No. 1
A single C19H22N2O4S molecule in a non-equilibrium geometry, computed with ωB97M-V with the def2-TZVPD basis set.

```
48
Properties=species:S:1:pos:R:3:forces:R:3
S -2.9112 -2.1938 -0.1059 0.3 -0.7 0.5
O -2.7388 -2.2618 -1.5239 0.3 0.1 -0.1
O 6.3548 -0.3714 1.1809 0.1 0.0 0.1
O -4.2487 -2.1567 0.4010 0.0 0.1 0.2
O 3.4458 0.6101 -2.2571 -0.1 -0.1 -0.3
N 4.1136 0.7580 -0.1093 0.1 0.1 0.1
N -2.0907 -0.8813 0.5545 -0.9 -0.7 -0.2
C 5.4592 1.1363 -0.4965 0.3 -0.1 -0.2
C 3.1877 0.5033 -1.0721 0.0 0.1 0.1
C -3.3029 2.4876 1.3977 0.0 -0.1 0.0
C -2.0785 -3.6009 0.6753 -0.4 0.7 -0.4
C 5.0523 -0.7724 1.5274 -0.4 0.1 0.1
C -0.8135 -0.5205 0.1376 0.8 0.0 -0.3
C -3.6680 3.6561 0.7520 0.0 0.1 0.0
C 1.0996 0.9520 0.2656 0.1 -0.2 -0.2
C -0.0985 -1.3176 -0.7594 0.1 0.0 -0.1
C -2.8653 0.0061 1.3970 -0.4 0.1 0.3
C -0.1946 0.6339 0.6272 -0.2 0.0 0.1
C -3.2463 1.2889 0.7000 0.0 0.1 0.0
C -3.5605 1.2722 -0.6526 0.0 0.0 0.1
C -3.9737 3.6355 -0.5978 0.0 0.1 0.0
C 4.0312 0.3478 1.2733 0.2 -0.4 0.3
C 6.4276 -0.0060 -0.1816 -0.1 0.3 -0.2
C 1.8195 0.1379 -0.6012 -0.3 0.0 -0.1
C -3.9198 2.4418 -1.2980 0.0 0.0 -0.1
C 1.1883 -0.9815 -1.1304 0.1 0.1 0.1
H -0.5674 -2.1707 -1.2165 0.1 -0.1 -0.1
H 3.0285 -0.0077 1.5071 0.1 0.0 0.0
H -3.7101 4.5838 1.3037 0.0 0.1 0.0
H -3.0640 2.5067 2.4524 0.1 0.0 0.1
H -4.1598 2.4204 -2.3503 0.0 0.0 -0.1
H 7.4595 0.2982 -0.3607 -0.1 0.0 -0.1
H -2.3212 0.2054 2.3267 0.0 0.0 -0.1
H 5.4544 1.3541 -1.5650 0.1 0.0 0.1
H -2.4049 -3.6246 1.7063 0.0 0.0 0.2
H 5.0828 -1.0313 2.5871 -0.1 0.0 -0.1
H 6.1865 -0.8728 -0.8151 0.0 0.1 0.0
H -1.0068 -3.4730 0.6063 0.2 0.0 0.0
H 1.7175 -1.5944 -1.8442 0.0 -0.1 -0.1
H -3.5220 0.3380 -1.1948 0.0 0.0 -0.1
H -0.7238 1.3069 1.2797 -0.1 0.1 0.1
H -3.7755 -0.5463 1.6438 0.2 0.2 0.2
H 1.5456 1.8593 0.6465 0.0 0.1 0.1
H 4.7629 -1.6604 0.9427 0.0 0.1 0.1
H -4.2539 4.5480 -1.1026 0.0 0.1 0.0
H 5.7470 2.0298 0.0677 0.0 0.0 0.0
H -2.3925 -4.4978 0.1564 -0.1 -0.1 -0.1
H 4.2740 1.2057 1.9115 -0.1 -0.1 0.0
```
Forces are in eV/Å.

Relative energy (zero: lowest compared OMol25 entry of this formula, charge and spin) = 182.84 kJ/mol
SMILES = CS(=O)(=O)N(Cc1ccccc1)c1ccc(C(=O)N2CCOCC2)cc1
Multiplicity = 1

Here are the Löwdin charges for atoms 1 to 5, given in e: 0.630 -0.284 -0.130 -0.288 0.075

---

No. 2
A single C19H22N2O5 molecule in a non-equilibrium geometry, computed with ωB97M-V with the def2-TZVPD basis set.

```
48
Properties=species:S:1:pos:R:3:forces:R:3
O 6.4362 -0.6046 -0.2050 -0.4 0.2 0.2
O 5.1128 1.3837 0.7837 0.1 -0.5 -0.2
O -5.8430 -2.4522 0.3074 0.3 0.1 0.1
O -2.5327 3.2810 -1.3995 0.1 -0.1 0.1
O -1.0589 1.7204 -1.0071 1.0 -0.9 -0.8
N 0.3874 -0.3501 -1.8266 -0.2 0.1 -0.3
N -0.5201 0.8387 -0.0263 -0.4 0.5 1.1
C 2.3305 -0.9936 0.2914 0.1 -0.3 0.0
C -7.0716 -2.4514 -0.3767 -0.2 0.0 -0.1
C 0.8343 -1.0491 0.4614 0.0 0.2 0.0
C -2.6685 2.2172 0.7572 0.1 0.1 -0.1
C -3.5339 0.9874 0.6525 -0.1 0.0 0.1
C 3.0410 -2.0463 -0.2477 -0.2 0.1 0.1
C 4.3727 0.2876 0.4715 0.1 0.1 0.0
C 4.4170 -1.9526 -0.4238 0.4 0.1 0.0
C 0.1862 -0.1059 -0.5140 -0.2 0.0 -0.5
C 4.4537 2.5021 1.3247 -0.1 0.2 0.1
C -5.1377 -1.2861 0.3784 0.1 0.0 0.0
C -2.0938 2.4793 -0.6189 -0.5 0.5 0.5
C -5.5319 -0.0785 -0.1863 -0.2 -0.3 -0.1
C 5.0961 -0.8007 -0.0727 0.1 0.1 0.0
C -3.9322 -1.3458 1.0780 -0.2 -0.1 -0.1
C 3.0065 0.1739 0.6448 0.2 0.1 0.0
C 7.2161 -1.6513 -0.7250 0.1 -0.2 -0.1
C -4.7298 1.0413 -0.0481 0.2 0.0 0.2
C -3.1422 -0.2238 1.2103 -0.2 0.0 0.0
H -5.0380 1.9731 -0.4992 0.0 0.1 -0.1
H -7.4525 -3.4688 -0.3001 0.0 0.1 0.0
H 8.2395 -1.2798 -0.7296 -0.1 -0.1 0.0
H -7.7879 -1.7624 0.0828 0.0 0.0 0.0
H 6.9204 -1.9062 -1.7485 0.0 0.0 0.1
H 2.5363 -2.9597 -0.5271 -0.1 -0.1 0.0
H 1.1084 -0.9913 -2.1061 0.0 0.1 0.0
H 4.9464 -2.7947 -0.8397 0.1 0.0 0.0
H 2.4326 0.9896 1.0546 0.0 0.2 0.1
H -6.9449 -2.1921 -1.4330 0.0 0.0 0.0
H 3.7044 2.9026 0.6341 0.0 0.0 0.0
H 5.2293 3.2487 1.4865 -0.1 0.0 0.0
H -3.6378 -2.2890 1.5108 0.0 -0.1 0.1
H 0.5485 -0.7504 1.4696 -0.1 0.0 0.0
H -6.4556 0.0049 -0.7368 -0.1 0.0 0.0
H -3.2645 3.0854 1.0394 0.1 0.0 -0.1
H -1.8592 2.0539 1.4669 -0.1 0.1 0.0
H 7.1598 -2.5472 -0.0976 0.0 0.0 0.0
H 0.4677 -2.0593 0.2720 0.0 0.0 0.0
H -2.2089 -0.2859 1.7485 0.1 0.0 0.0
H 3.9753 2.2643 2.2806 0.0 0.0 0.0
H 0.0734 0.3387 -2.4898 0.0 0.0 0.0
```
Forces are in eV/Å.

Relative energy (zero: lowest compared OMol25 entry of this formula, charge and spin) = 406.60 kJ/mol
SMILES = COc1ccc(CC(=O)O/N=C(\N)Cc2ccc(OC)c(OC)c2)cc1
Multiplicity = 1

Here are the Löwdin charges for atoms 1 to 5, given in e: -0.064 -0.060 -0.088 0.112 0.015

---

No. 3
A single C19H22N2O5 molecule in a non-equilibrium geometry, computed with ωB97M-V with the def2-TZVPD basis set.

```
48
Properties=species:S:1:pos:R:3:forces:R:3
O -3.6235 2.0714 -0.0864 0.0 0.0 -0.2
O 4.6353 -1.2443 0.2704 0.1 -0.1 0.0
O -0.4292 2.3070 1.6364 -0.7 0.1 0.0
O -1.6566 -2.2522 1.6448 -0.1 0.0 0.0
O 1.4773 1.1148 -2.2038 -0.3 0.0 0.1
N 2.9637 0.8623 -0.5331 0.1 0.0 -0.1
N 0.7970 1.9572 1.1886 0.9 -0.2 -0.1
C 1.7424 1.1735 -1.0114 0.5 0.0 -0.2
C 5.3345 -1.7361 -1.9461 -0.3 0.1 0.3
C 4.1911 -0.9039 2.5793 -0.1 0.0 -0.5
C -2.7502 2.5076 0.9231 0.1 0.2 0.4
C -4.1138 -1.9508 -0.9977 0.2 -0.1 0.2
C -1.3178 2.1879 0.6361 0.4 -0.3 -1.0
C -4.7704 -0.9539 -1.6995 0.0 0.1 0.0
C -4.5896 0.3751 -1.3732 0.1 0.1 0.1
C -2.4986 -2.6020 0.8471 0.1 -0.4 0.1
C -0.6749 1.7599 -0.4874 -0.2 0.3 0.6
C 3.9531 0.3214 -1.4441 0.0 -0.4 -0.2
C -3.0892 -0.2641 0.3856 0.0 0.1 0.1
C 0.6783 1.6214 -0.0731 -1.0 0.3 0.4
C 3.6633 -0.7352 1.1629 -0.1 0.4 0.4
C -3.7399 0.7316 -0.3244 -0.1 -0.4 -0.1
C 4.2309 -1.1457 -1.0815 0.1 0.2 -0.5
C -3.2664 -1.6076 0.0510 -0.2 0.6 -0.2
C -2.8129 -4.0583 0.6150 0.2 0.0 0.2
C 3.3718 0.7434 0.8466 0.0 -0.4 0.4
H -4.2589 -2.9809 -1.2794 0.0 -0.1 0.0
H -5.0912 1.1596 -1.9169 -0.1 0.1 -0.1
H -1.0670 1.5610 -1.4611 -0.1 0.0 -0.2
H 3.5667 0.4023 -2.4604 0.1 0.0 0.1
H -3.8762 -4.2422 0.7488 -0.1 0.0 -0.1
H 5.5163 -2.7660 -1.6533 0.0 -0.1 0.0
H 4.8771 0.9010 -1.3482 0.0 0.0 0.0
H 3.2950 -1.7163 -1.2194 0.1 0.1 0.0
H 5.0460 -1.7045 -2.9926 0.0 0.0 -0.1
H 4.4031 -1.9521 2.7676 0.0 -0.1 0.1
H -2.4246 -0.0491 1.2078 0.1 0.0 0.0
H 3.4543 -0.5512 3.2946 -0.1 0.0 0.1
H 5.1113 -0.3387 2.6989 0.1 0.1 0.1
H -5.4275 -1.2156 -2.5151 -0.1 0.0 -0.1
H -2.2459 -4.6640 1.3173 0.0 0.0 0.0
H 2.7251 -1.3051 1.0382 0.1 0.1 0.0
H -2.8850 3.5945 0.9626 0.0 -0.2 0.1
H 4.2932 1.3213 0.9823 0.0 0.0 0.1
H 2.5977 1.1349 1.5024 0.3 -0.1 0.0
H 6.2521 -1.1712 -1.8072 0.1 0.1 0.0
H -2.5351 -4.3374 -0.3993 0.0 -0.1 -0.1
H -3.0248 2.0925 1.9037 0.0 0.0 -0.1
```
Forces are in eV/Å.

Relative energy (zero: lowest compared OMol25 entry of this formula, charge and spin) = 349.71 kJ/mol
SMILES = CC(=O)c1cccc(OCc2cc(C(=O)N3C[C@@H](C)O[C@@H](C)C3)no2)c1
Multiplicity = 1

Here are the Löwdin charges for atoms 1 to 5, given in e: -0.022 -0.079 0.041 0.088 0.064

---

Q: Number 1 is which compound?
A: C19H22N2O4S

---

Q: What is the multiplicity in the first record?
A: 1